# 1
# C47H132N24O22

A cluster of 16 separate species, C47H132N24O22 in total (ωB97M-V with the def2-TZVPD basis set, OMol25).

Calculated values
Largest force on an atom = 7.82 eV/A
Gap between HOMO and LUMO = 8.61 eV
E = -4839.12037 a.u.

The geometry in ORCA input format:
```
! wB97M-V def2-TZVPD RIJCOSX def2/J DEFGRID3
* xyz 0 1
C 2.82 -3.52 -0.67
O 3.44 -4.57 -0.76
N 1.53 -3.42 -0.57
N 3.41 -2.41 -0.55
H 0.97 -4.25 -0.42
H 0.98 -2.58 -0.61
H 2.89 -1.57 -0.77
H 4.41 -2.28 -0.62
C -2.65 2.71 4.58
O -1.50 2.92 4.86
N -3.07 2.18 3.48
N -3.59 3.15 5.30
H -2.39 2.03 2.75
H -4.04 1.94 3.31
H -4.53 2.84 5.08
H -3.37 3.66 6.14
C -6.60 -1.60 -4.55
O -6.58 -1.14 -5.62
N -5.88 -1.15 -3.59
N -7.36 -2.60 -4.33
H -5.21 -0.40 -3.68
H -6.24 -1.24 -2.65
H -7.38 -3.14 -3.48
H -8.21 -2.64 -4.88
C 1.15 3.80 -3.21
O 0.40 2.90 -3.49
N 1.18 4.44 -2.04
N 2.16 4.09 -3.94
H 1.97 4.99 -1.74
H 0.54 4.04 -1.37
H 2.96 4.62 -3.62
H 2.11 3.57 -4.81
C -3.08 -1.85 1.01
O -3.53 -0.71 0.97
N -1.86 -2.00 1.55
N -3.47 -2.87 0.33
H -1.20 -1.28 1.78
H -1.53 -2.95 1.43
H -2.84 -3.64 0.17
H -4.38 -2.75 -0.10
C 2.41 1.25 -6.39
O 2.97 2.33 -6.53
N 1.75 0.90 -5.37
N 2.37 0.26 -7.21
H 1.13 0.12 -5.53
H 1.64 1.60 -4.65
H 2.29 -0.74 -7.07
H 2.82 0.57 -8.06
C 3.56 -3.30 4.91
O 2.96 -2.19 4.91
N 3.70 -4.11 3.91
N 4.15 -3.68 5.98
H 3.53 -3.66 3.02
H 3.65 -5.11 4.03
H 4.81 -4.44 6.03
H 4.10 -3.24 6.89
C -3.09 0.56 -6.63
O -2.87 0.28 -7.75
N -2.18 1.01 -5.76
N -4.22 0.51 -6.04
H -1.23 1.32 -5.93
H -2.48 1.24 -4.83
H -4.96 0.36 -6.71
H -4.52 0.69 -5.10
C -3.81 1.21 -2.32
O -3.91 1.20 -3.53
N -4.48 2.03 -1.56
N -3.13 0.46 -1.54
H -4.86 1.87 -0.64
H -4.85 2.84 -2.03
H -2.52 -0.22 -1.97
H -3.33 0.48 -0.55
C 5.49 0.18 1.95
C 5.73 1.36 2.83
O 6.94 1.96 2.44
H 6.13 -0.69 2.04
H 5.45 0.37 0.88
H 4.55 -0.19 2.35
H 5.75 1.04 3.87
H 4.81 1.91 2.64
H 7.63 1.30 2.30
C 0.76 -2.80 7.40
O -0.46 -2.26 7.17
C -0.95 -2.43 5.85
C -2.11 -1.42 5.74
N -3.10 -1.83 6.72
C -4.30 -0.99 6.72
C -4.16 0.46 7.29
O -4.83 0.50 8.52
C -4.34 1.31 9.63
H 1.11 -3.62 6.78
H 0.77 -3.35 8.34
H 1.54 -2.04 7.43
H -1.21 -3.43 5.50
H -0.20 -2.05 5.16
H -2.51 -1.55 4.73
H -1.66 -0.44 5.92
H -2.63 -1.80 7.61
H -5.12 -1.46 7.26
H -4.73 -0.99 5.72
H -4.45 1.29 6.64
H -3.09 0.60 7.42
H -3.91 2.27 9.36
H -3.47 0.76 9.99
H -5.03 1.43 10.46
C 1.79 7.48 6.73
O 1.90 7.26 5.32
C 0.67 7.07 4.67
C 0.91 6.82 3.19
N 1.57 5.55 2.92
C 1.20 4.99 1.58
C -0.12 4.24 1.75
O -0.54 3.97 0.45
C -1.69 3.17 0.44
H 1.26 8.40 6.96
H 2.80 7.49 7.14
H 1.33 6.57 7.11
H 0.03 7.94 4.81
H 0.12 6.21 5.07
H 1.35 7.71 2.74
H -0.07 6.77 2.73
H 2.57 5.70 2.83
H 2.04 4.40 1.20
H 1.10 5.81 0.87
H -0.82 4.89 2.27
H 0.02 3.25 2.20
H -2.58 3.74 0.73
H -1.67 2.23 0.98
H -1.77 2.79 -0.57
C -5.09 -3.06 -7.85
O -4.52 -4.32 -7.97
C -3.17 -4.53 -7.48
C -2.18 -3.69 -8.37
N -0.69 -3.91 -8.01
C -0.33 -2.96 -6.96
C 1.16 -3.08 -6.66
O 1.53 -2.16 -5.64
C 2.80 -2.36 -4.99
H -4.73 -2.41 -7.06
H -6.10 -3.32 -7.57
H -5.13 -2.39 -8.72
H -2.88 -5.57 -7.34
H -3.21 -4.24 -6.43
H -2.66 -2.72 -8.45
H -2.28 -4.02 -9.41
H -0.20 -3.39 -8.72
H -0.78 -3.17 -5.99
H -0.58 -1.95 -7.29
H 1.74 -2.88 -7.56
H 1.42 -4.05 -6.22
H 2.82 -3.40 -4.69
H 2.99 -1.74 -4.12
H 3.70 -2.19 -5.58
C 0.33 -7.56 -1.50
O 0.07 -6.17 -1.22
C -1.21 -5.60 -1.51
C -2.28 -6.07 -0.55
N -2.13 -5.70 0.85
C -3.15 -6.26 1.74
C -2.81 -6.00 3.21
O -1.55 -6.62 3.35
C -1.00 -6.42 4.56
H -0.29 -8.26 -0.93
H 1.37 -7.85 -1.43
H 0.07 -7.73 -2.55
H -1.61 -5.98 -2.45
H -1.12 -4.52 -1.61
H -2.37 -7.14 -0.69
H -3.17 -5.56 -0.91
H -1.39 -6.25 1.26
H -3.36 -7.31 1.58
H -4.07 -5.71 1.52
H -3.60 -6.39 3.85
H -2.65 -4.93 3.26
H -0.10 -7.04 4.64
H -1.64 -6.70 5.39
H -0.63 -5.40 4.68
C 4.45 2.08 -2.21
O 5.75 2.35 -1.81
C 5.86 3.33 -0.68
C 5.79 4.82 -1.03
N 4.51 5.37 -0.68
C 4.31 6.76 -0.86
C 4.93 7.48 0.26
O 6.36 7.69 -0.16
C 7.01 8.81 0.47
H 4.43 1.61 -3.19
H 3.70 2.87 -2.14
H 4.07 1.30 -1.56
H 6.79 3.15 -0.14
H 5.06 2.99 -0.03
H 6.05 4.91 -2.08
H 6.62 5.37 -0.60
H 4.22 5.23 0.28
H 3.28 7.11 -0.89
H 4.55 7.06 -1.88
H 4.77 6.98 1.21
H 4.44 8.45 0.40
H 7.18 8.63 1.53
H 6.51 9.75 0.26
H 8.04 8.96 0.15
C -1.86 -2.15 -3.88
O -1.32 -1.35 -2.78
C 0.05 -0.84 -3.03
C 0.61 0.11 -2.05
N 0.83 -0.54 -0.77
C 1.34 0.51 0.04
C 1.54 0.09 1.41
O 0.31 -0.44 2.03
C 0.41 0.02 3.39
H -1.37 -3.12 -3.84
H -1.74 -1.72 -4.87
H -2.94 -2.30 -3.84
H 0.10 -0.35 -4.00
H 0.74 -1.67 -3.16
H -0.01 1.01 -2.03
H 1.60 0.43 -2.39
H -0.06 -0.63 -0.31
H 0.59 1.30 0.08
H 2.22 1.05 -0.29
H 1.87 1.01 1.89
H 2.20 -0.75 1.61
H -0.60 -0.15 3.76
H 0.68 1.07 3.53
H 1.16 -0.48 3.99
*
```

Atom charges from the Löwdin analysis, given in e for atoms 1 to 99: number 1, C, carries -0.82; number 2, O, carries 0.01; number 3, N, carries 0.19; number 4, N, carries 0.18; number 5, H, carries 0.09; number 6, H, carries 0.07; number 7, H, carries 0.08; number 8, H, carries 0.12; number 9, C, carries -0.84; number 10, O, carries 0.04; number 11, N, carries 0.20; number 12, N, carries 0.16; number 13, H, carries 0.08; number 14, H, carries 0.12; number 15, H, carries 0.11; number 16, H, carries 0.13; number 17, C, carries -0.86; number 18, O, carries 0.08; number 19, N, carries 0.21; number 20, N, carries 0.18; number 21, H, carries 0.07; number 22, H, carries 0.11; number 23, H, carries 0.11; number 24, H, carries 0.13; number 25, C, carries -0.78; number 26, O, carries 0.03; number 27, N, carries 0.19; number 28, N, carries 0.19; number 29, H, carries 0.08; number 30, H, carries 0.08; number 31, H, carries 0.12; number 32, H, carries 0.09; number 33, C, carries -0.73; number 34, O, carries -0.02; number 35, N, carries 0.19; number 36, N, carries 0.20; number 37, H, carries 0.06; number 38, H, carries 0.09; number 39, H, carries 0.07; number 40, H, carries 0.12; number 41, C, carries -0.81; number 42, O, carries 0.04; number 43, N, carries 0.20; number 44, N, carries 0.18; number 45, H, carries 0.09; number 46, H, carries 0.08; number 47, H, carries 0.09; number 48, H, carries 0.12; number 49, C, carries -0.77; number 50, O, carries -0.02; number 51, N, carries 0.18; number 52, N, carries 0.17; number 53, H, carries 0.12; number 54, H, carries 0.12; number 55, H, carries 0.12; number 56, H, carries 0.12; number 57, C, carries -0.83; number 58, O, carries 0.05; number 59, N, carries 0.17; number 60, N, carries 0.18; number 61, H, carries 0.10; number 62, H, carries 0.06; number 63, H, carries 0.11; number 64, H, carries 0.06; number 65, C, carries -0.75; number 66, O, carries 0.00; number 67, N, carries 0.17; number 68, N, carries 0.22; number 69, H, carries 0.12; number 70, H, carries 0.12; number 71, H, carries 0.08; number 72, H, carries 0.07; number 73, C, carries -0.11; number 74, C, carries -0.33; number 75, O, carries -0.07; number 76, H, carries 0.08; number 77, H, carries 0.07; number 78, H, carries 0.06; number 79, H, carries 0.12; number 80, H, carries 0.11; number 81, H, carries 0.09; number 82, C, carries -0.16; number 83, O, carries -0.16; number 84, C, carries -0.20; number 85, C, carries -0.21; number 86, N, carries -0.05; number 87, C, carries -0.18; number 88, C, carries -0.22; number 89, O, carries -0.20; number 90, C, carries -0.07; number 91, H, carries 0.08; number 92, H, carries 0.09; number 93, H, carries 0.09; number 94, H, carries 0.10; number 95, H, carries 0.10; number 96, H, carries 0.11; number 97, H, carries 0.11; number 98, H, carries 0.10; number 99, H, carries 0.11



# 2
# C47H135N11O15

A cluster of 15 separate species, C47H135N11O15 in total (ωB97M-V with the def2-TZVPD basis set, OMol25).

Calculated values
Largest force on an atom = 3.95 eV/A
Gap between HOMO and LUMO = 8.64 eV
Energy above the lowest of the compared OMol25 structures with the same formula, charge and spin = 0.0 kJ/mol
E = -3602.29382 a.u.

The geometry in ORCA input format:
```
! wB97M-V def2-TZVPD RIJCOSX def2/J DEFGRID3
* xyz 0 1
C -2.66 2.11 -6.72
C -2.54 2.75 -5.31
C -3.91 2.98 -4.56
O -1.74 1.89 -4.51
H -3.21 1.17 -6.77
H -1.74 1.87 -7.26
H -3.19 2.85 -7.32
H -2.15 3.77 -5.33
H -3.76 3.43 -3.58
H -4.43 2.07 -4.27
H -4.61 3.49 -5.24
H -2.18 1.05 -4.35
O -2.94 -0.59 -4.35
H -2.51 -1.41 -4.61
H -3.85 -0.85 -4.19
O 2.33 2.54 -2.10
H 1.43 2.32 -1.86
H 2.36 2.41 -3.05
O 2.92 -1.83 -3.26
H 3.14 -2.36 -4.02
H 2.46 -2.42 -2.67
C 6.47 -2.49 1.00
C 5.14 -2.57 0.22
C 4.20 -1.48 0.71
O 4.86 -0.22 0.69
C 4.11 0.93 1.03
N 5.41 -2.44 -1.21
H 7.24 -3.23 0.76
H 6.16 -2.58 2.04
H 6.89 -1.49 0.86
H 4.70 -3.55 0.43
H 3.91 -1.81 1.71
H 3.28 -1.45 0.13
H 3.13 1.00 0.57
H 4.70 1.82 0.84
H 3.98 0.92 2.12
H 5.48 -1.49 -1.53
H 4.59 -2.72 -1.72
C -4.60 1.51 -0.74
C -6.01 1.01 -0.80
C -6.95 2.00 -1.53
O -8.29 1.59 -1.52
C -9.26 2.44 -2.21
N -5.92 -0.31 -1.35
H -4.02 0.73 -0.25
H -4.58 2.42 -0.15
H -4.17 1.73 -1.72
H -6.42 0.98 0.21
H -6.66 2.15 -2.58
H -6.84 2.99 -1.09
H -8.97 2.79 -3.20
H -9.57 3.33 -1.66
H -10.18 1.85 -2.24
H -5.34 -0.80 -0.67
H -5.44 -0.19 -2.23
C -0.30 -0.60 -7.19
C 0.64 -1.46 -6.30
C 0.06 -2.79 -5.75
O -1.18 -2.62 -4.97
C -1.36 -3.55 -4.02
N 1.79 -1.58 -7.15
H -1.14 -0.36 -6.53
H -0.69 -1.11 -8.07
H 0.21 0.33 -7.44
H 0.89 -0.84 -5.44
H 0.80 -3.30 -5.14
H -0.17 -3.44 -6.59
H -2.40 -3.50 -3.69
H -0.71 -3.32 -3.18
H -1.24 -4.59 -4.30
H 2.05 -0.68 -7.53
H 1.49 -2.08 -7.97
C 1.26 -3.54 1.66
C 0.60 -4.90 1.98
C 0.76 -5.87 0.84
O 0.17 -5.24 -0.30
C -0.08 -6.08 -1.37
N 1.19 -5.59 3.10
H 1.35 -2.81 2.47
H 0.71 -3.07 0.85
H 2.27 -3.68 1.28
H -0.47 -4.84 2.18
H 0.31 -6.84 1.06
H 1.82 -5.97 0.60
H 0.79 -6.66 -1.67
H -0.32 -5.37 -2.16
H -0.94 -6.73 -1.21
H 0.93 -6.55 2.98
H 0.90 -5.25 4.01
C 1.91 4.02 1.51
C 2.30 5.41 1.89
C 3.09 5.63 3.20
O 2.30 5.05 4.35
C 2.92 5.36 5.63
N 3.05 5.98 0.77
H 1.55 4.07 0.48
H 1.02 3.72 2.08
H 2.66 3.26 1.72
H 1.36 5.88 2.17
H 3.16 6.71 3.30
H 4.10 5.22 3.20
H 3.85 4.82 5.75
H 2.22 5.02 6.39
H 3.15 6.41 5.82
H 3.72 5.34 0.37
H 2.46 6.14 -0.04
C -3.87 5.04 1.63
C -2.43 4.50 1.62
C -1.45 4.94 0.42
O -2.05 4.53 -0.76
C -1.71 5.22 -1.92
N -1.94 4.94 2.88
H -4.55 4.56 2.33
H -4.29 4.89 0.64
H -4.08 6.09 1.83
H -2.39 3.41 1.67
H -0.57 4.32 0.61
H -1.16 5.99 0.50
H -0.62 5.29 -2.01
H -2.21 6.18 -2.01
H -1.93 4.53 -2.74
H -2.30 5.87 3.05
H -0.94 5.10 2.93
C 5.95 1.05 6.42
C 5.68 1.78 5.10
C 4.22 2.24 5.04
O 3.36 1.12 5.13
C 2.05 1.48 5.42
N 6.57 2.93 5.02
H 5.53 1.46 7.34
H 7.01 0.85 6.58
H 5.50 0.06 6.36
H 5.85 1.10 4.27
H 3.97 2.71 4.09
H 4.14 2.87 5.93
H 1.77 2.50 5.12
H 1.84 1.44 6.49
H 1.40 0.78 4.90
H 6.38 3.48 5.84
H 6.38 3.52 4.23
C 6.12 -0.21 -4.38
C 5.13 0.94 -3.99
C 4.03 1.17 -5.05
O 3.16 2.21 -4.66
C 1.91 2.29 -5.31
N 4.57 0.58 -2.68
H 6.59 0.03 -5.33
H 5.54 -1.13 -4.51
H 6.89 -0.36 -3.63
H 5.63 1.91 -4.00
H 3.46 0.24 -5.11
H 4.47 1.36 -6.02
H 1.27 3.01 -4.80
H 1.35 1.36 -5.32
H 2.03 2.55 -6.36
H 3.86 1.26 -2.46
H 3.99 -0.24 -2.73
C -7.72 -2.97 2.34
C -6.89 -2.31 1.30
C -5.43 -2.88 1.25
O -4.57 -1.98 0.50
C -3.19 -2.26 0.53
N -7.41 -2.60 0.01
H -7.80 -4.04 2.11
H -8.69 -2.48 2.31
H -7.30 -2.78 3.33
H -6.86 -1.22 1.40
H -5.39 -3.84 0.74
H -5.01 -3.02 2.25
H -2.91 -3.26 0.17
H -2.91 -2.23 1.58
H -2.46 -1.68 -0.03
H -8.38 -2.30 0.00
H -6.89 -1.99 -0.61
C -0.08 -7.60 7.47
C 0.39 -6.58 6.47
C -0.65 -5.45 6.20
O -0.11 -4.47 5.30
C -1.03 -3.55 4.76
N 1.59 -5.96 7.00
H -1.06 -8.01 7.23
H -0.16 -7.19 8.48
H 0.65 -8.41 7.54
H 0.63 -7.02 5.50
H -0.98 -5.10 7.17
H -1.49 -5.96 5.73
H -1.64 -3.18 5.59
H -1.62 -4.08 4.01
H -0.52 -2.71 4.29
H 1.29 -5.41 7.79
H 1.78 -5.26 6.29
C 0.10 -0.15 -2.05
C -0.61 0.96 -1.26
C 0.02 1.19 0.14
O -0.29 0.09 0.91
C 0.42 -0.04 2.08
N -0.50 2.24 -2.03
H 1.18 0.01 -2.07
H -0.32 -0.18 -3.05
H -0.16 -1.09 -1.56
H -1.66 0.69 -1.20
H -0.36 2.05 0.69
H 1.09 1.35 0.01
H 0.50 0.85 2.70
H 1.42 -0.36 1.78
H -0.04 -0.77 2.74
H -1.22 2.87 -1.70
H -0.80 2.16 -2.99
*
```

Atom charges from the Löwdin analysis, given in e for atoms 1 to 99: number 1, C, carries -0.05; number 2, C, carries -0.40; number 3, C, carries -0.04; number 4, O, carries -0.11; number 5, H, carries 0.08; number 6, H, carries 0.06; number 7, H, carries 0.07; number 8, H, carries 0.13; number 9, H, carries 0.06; number 10, H, carries 0.06; number 11, H, carries 0.08; number 12, H, carries 0.03; number 13, O, carries -0.03; number 14, H, carries 0.01; number 15, H, carries 0.06; number 16, O, carries -0.07; number 17, H, carries -0.03; number 18, H, carries -0.02; number 19, O, carries -0.05; number 20, H, carries 0.05; number 21, H, carries 0.04; number 22, C, carries -0.06; number 23, C, carries -0.42; number 24, C, carries -0.22; number 25, O, carries -0.18; number 26, C, carries -0.10; number 27, N, carries 0.05; number 28, H, carries 0.07; number 29, H, carries 0.07; number 30, H, carries 0.07; number 31, H, carries 0.13; number 32, H, carries 0.11; number 33, H, carries 0.11; number 34, H, carries 0.06; number 35, H, carries 0.09; number 36, H, carries 0.07; number 37, H, carries 0.04; number 38, H, carries 0.03; number 39, C, carries -0.06; number 40, C, carries -0.42; number 41, C, carries -0.21; number 42, O, carries -0.18; number 43, C, carries -0.08; number 44, N, carries 0.05; number 45, H, carries 0.08; number 46, H, carries 0.07; number 47, H, carries 0.07; number 48, H, carries 0.14; number 49, H, carries 0.11; number 50, H, carries 0.12; number 51, H, carries 0.08; number 52, H, carries 0.08; number 53, H, carries 0.08; number 54, H, carries 0.03; number 55, H, carries 0.07; number 56, C, carries -0.06; number 57, C, carries -0.42; number 58, C, carries -0.10; number 59, O, carries -0.22; number 60, C, carries -0.17; number 61, N, carries 0.03; number 62, H, carries 0.05; number 63, H, carries 0.09; number 64, H, carries 0.07; number 65, H, carries 0.11; number 66, H, carries 0.12; number 67, H, carries 0.13; number 68, H, carries 0.10; number 69, H, carries 0.09; number 70, H, carries 0.09; number 71, H, carries 0.07; number 72, H, carries 0.07; number 73, C, carries -0.03; number 74, C, carries -0.43; number 75, C, carries -0.20; number 76, O, carries -0.20; number 77, C, carries -0.12; number 78, N, carries 0.05; number 79, H, carries 0.06; number 80, H, carries 0.07; number 81, H, carries 0.06; number 82, H, carries 0.12; number 83, H, carries 0.13; number 84, H, carries 0.13; number 85, H, carries 0.09; number 86, H, carries 0.06; number 87, H, carries 0.09; number 88, H, carries 0.06; number 89, H, carries 0.03; number 90, C, carries -0.07; number 91, C, carries -0.44; number 92, C, carries -0.13; number 93, O, carries -0.22; number 94, C, carries -0.11; number 95, N, carries 0.05; number 96, H, carries 0.07; number 97, H, carries 0.06; number 98, H, carries 0.07; number 99, H, carries 0.13